# 1
ORCA calculation (the ωB97M-V functional and the def2-TZVPD basis) on a structure of composition C33H49CsN12OPS2.

Positions of all 99 atoms, in Å:
Cs  -0.120  0.008  -0.542
C  2.230  -3.525  0.177
C  3.237  -2.410  -0.117
N  2.778  -1.444  -1.110
C  2.898  -1.834  -2.510
C  1.993  -2.965  -3.000
S  0.198  -2.813  -2.720
C  -0.168  -4.195  -1.603
C  -0.192  -3.882  -0.101
N  0.882  -3.015  0.331
H  2.583  -4.074  1.061
H  2.236  -4.251  -0.633
H  4.193  -2.878  -0.399
H  3.419  -1.855  0.806
H  3.316  -0.595  -0.991
H  3.925  -2.151  -2.757
H  2.681  -0.943  -3.102
H  2.302  -3.931  -2.607
H  2.126  -3.024  -4.081
H  0.536  -4.996  -1.832
H  -1.150  -4.564  -1.900
H  -0.211  -4.861  0.409
H  -1.132  -3.384  0.154
H  0.705  -2.650  1.258
C  -5.128  1.962  3.432
N  -4.165  1.904  2.338
C  -3.144  1.061  2.157
N  -2.592  1.257  0.974
C  -3.352  2.260  0.457
N  -4.318  2.675  1.244
C  -6.238  0.957  3.251
C  -7.455  1.311  2.684
C  -8.439  0.349  2.489
C  -8.213  -0.970  2.842
C  -6.990  -1.328  3.404
C  -6.015  -0.362  3.616
C  -6.717  -2.717  3.758
N  -7.479  -3.751  3.676
N  -6.723  -4.832  4.109
C  -5.564  -4.366  4.417
O  -5.480  -3.027  4.222
C  -4.379  -5.068  4.900
C  -4.407  -6.449  5.079
C  -3.265  -7.099  5.512
C  -2.098  -6.385  5.758
C  -2.071  -5.008  5.587
C  -0.818  -4.219  5.885
N  -0.605  -3.146  4.921
C  -0.497  -3.223  3.591
N  -0.330  -2.020  3.072
C  -0.358  -1.220  4.171
N  -0.523  -1.858  5.308
C  -3.217  -4.353  5.162
H  -5.506  2.982  3.456
H  -4.585  1.770  4.357
H  -2.838  0.333  2.892
H  -3.184  2.696  -0.515
H  -7.633  2.338  2.392
H  -9.388  0.632  2.053
H  -8.968  -1.729  2.687
H  -5.073  -0.646  4.071
H  -5.318  -6.993  4.872
H  -3.278  -8.172  5.651
H  -1.206  -6.906  6.085
H  0.054  -4.872  5.896
H  -0.879  -3.726  6.854
H  -0.547  -4.155  3.049
H  -0.242  -0.149  4.134
H  -3.209  -3.278  5.027
C  4.157  4.271  -1.230
C  3.267  3.044  -1.054
P  1.440  3.313  -0.970
C  1.317  4.563  0.386
C  -0.110  4.761  0.896
C  1.169  4.328  -2.487
C  -0.304  4.492  -2.856
H  5.209  3.982  -1.270
H  4.041  4.971  -0.403
H  3.928  4.801  -2.154
H  3.542  2.508  -0.139
H  3.421  2.340  -1.879
H  1.746  5.514  0.061
H  1.947  4.194  1.202
H  -0.762  5.173  0.126
H  -0.128  5.450  1.742
H  -0.545  3.814  1.223
H  1.687  3.805  -3.296
H  1.645  5.304  -2.365
H  -0.779  3.520  -3.005
H  -0.408  5.056  -3.784
H  -0.858  5.027  -2.085
N  1.937  0.477  -6.155
C  0.965  0.083  -5.310
N  0.291  -1.027  -5.648
S  0.630  0.936  -3.904
H  2.032  0.079  -7.074
H  2.358  1.373  -5.983
H  0.526  -1.570  -6.462
H  -0.364  -1.412  -4.989

Total charge = +1
LUMO level = -1.8 eV
Molar mass = 857.851 g mol⁻¹
Gap between HOMO and LUMO = 8.67 eV
ΔE to the lowest compared entry with this formula, charge and spin = 7.9 kcal per mole



# 2
ORCA calculation (the ωB97M-V functional and the def2-TZVPD basis) on the ion C3H8NS with charge +1 in a non-equilibrium geometry.

Positions of all 13 atoms, in Å:
C  0.692  -0.788  1.354
C  0.123  0.402  0.647
N  0.307  0.303  -0.904
C  -1.139  0.324  -1.237
S  -1.781  0.390  0.478
H  0.598  -1.633  0.696
H  0.174  -0.874  2.230
H  1.770  -0.630  1.810
H  0.537  1.290  1.080
H  0.943  -0.472  -1.265
H  0.661  1.097  -1.333
H  -1.364  1.185  -1.864
H  -1.519  -0.594  -1.692

Total charge = +1
LUMO level = -3.8 eV
SMILES = C[C@H]1[NH2+]CS1
Molar mass = 90.171 g mol⁻¹
Gap between HOMO and LUMO = 10.12 eV
ΔE to the lowest compared entry with this formula, charge and spin = 21.2 kcal per mole



# 3
ORCA calculation (the ωB97M-V functional and the def2-TZVPD basis) on a cluster of 4 separate species, C12H33NO7 in total in a non-equilibrium geometry.

Positions of all 53 atoms, in Å:
N  -0.828  0.427  0.505
H  -1.025  -0.560  0.978
H  -0.090  0.933  1.047
H  -1.488  1.080  0.337
H  -0.396  0.311  -0.303
O  -2.804  3.116  0.268
H  -3.034  3.517  -0.472
C  3.213  1.088  -0.194
O  1.835  1.621  -0.657
C  1.822  2.037  -1.999
C  0.424  2.401  -2.354
O  -0.275  1.377  -2.445
C  -1.626  1.575  -2.838
C  -2.322  0.205  -3.003
O  -2.241  -0.480  -1.763
C  -2.913  -1.641  -1.883
H  3.763  -0.014  -0.607
H  3.061  0.915  0.745
H  4.023  1.759  -0.304
H  2.295  1.454  -2.624
H  2.451  2.887  -2.093
H  0.391  2.905  -3.391
H  0.049  3.107  -1.800
H  -1.786  2.083  -3.700
H  -1.978  2.191  -2.038
H  -1.935  -0.241  -3.714
H  -3.359  0.220  -3.187
H  -2.450  -2.051  -2.693
H  -4.037  -1.530  -2.008
H  -2.602  -2.338  -1.003
C  1.295  2.289  3.271
O  1.019  0.902  2.934
C  0.852  -0.049  4.070
C  0.051  -1.210  3.638
O  0.460  -1.666  2.525
C  -0.129  -3.006  2.030
C  0.568  -3.303  0.557
O  0.207  -2.289  -0.365
C  0.648  -2.487  -1.681
H  2.076  2.082  3.876
H  0.318  2.801  3.704
H  1.440  2.636  2.282
H  0.481  0.507  4.982
H  1.824  -0.250  4.117
H  -0.973  -0.897  3.673
H  0.172  -2.124  4.289
H  -1.266  -3.008  2.134
H  0.320  -3.865  2.738
H  0.336  -4.125  0.012
H  1.721  -3.463  0.681
H  0.560  -1.727  -2.268
H  0.053  -3.197  -2.257
H  1.835  -2.906  -1.769

LUMO level = 0.4 eV
Molar mass = 303.396 g mol⁻¹
Gap between HOMO and LUMO = 6.10 eV
ΔE to the lowest compared entry with this formula, charge and spin = 233.7 kcal per mole



# 4
ORCA calculation (the ωB97M-V functional and the def2-TZVPD basis) on an isolated molecule of C16H30N2.

Positions of all 48 atoms, in Å:
N  -5.664  -0.844  -0.508
C  -4.620  -1.733  -0.033
C  -3.194  -1.158  -0.005
C  -3.034  0.033  0.949
C  -3.189  1.400  0.277
C  -1.949  1.792  -0.526
N  -0.790  1.858  0.341
C  0.485  2.076  -0.328
C  1.416  0.857  -0.173
C  0.774  -0.388  -0.788
C  1.702  -1.590  -0.629
C  3.028  -1.310  -1.335
C  3.677  -0.074  -0.715
C  3.936  -0.327  0.770
C  2.609  -0.609  1.473
C  1.956  -1.844  0.856
C  1.682  0.594  1.311
C  2.749  1.129  -0.876
H  -5.744  -0.039  0.103
H  -5.440  -0.508  -1.439
H  -4.900  -2.053  0.975
H  -4.631  -2.617  -0.679
H  -2.909  -0.863  -1.018
H  -2.524  -1.963  0.301
H  -2.041  0.011  1.401
H  -3.765  -0.060  1.756
H  -3.355  2.157  1.049
H  -4.054  1.412  -0.388
H  -2.145  2.748  -1.047
H  -1.748  1.037  -1.290
H  -0.946  2.551  1.063
H  0.993  2.952  0.091
H  0.330  2.271  -1.397
H  -0.176  -0.583  -0.290
H  0.576  -0.213  -1.849
H  1.231  -2.474  -1.075
H  3.694  -2.170  -1.234
H  2.854  -1.144  -2.401
H  4.628  0.132  -1.221
H  4.416  0.547  1.218
H  4.610  -1.178  0.890
H  2.792  -0.786  2.539
H  1.012  -2.057  1.363
H  2.608  -2.712  0.980
H  0.732  0.412  1.816
H  2.140  1.477  1.764
H  3.218  2.019  -0.449
H  2.574  1.322  -1.938

LUMO level = 0.8 eV
SMILES = NCCCCCNC[C@]12C[C@H]3C[C@H](C[C@H](C3)C1)C2
Molar mass = 250.430 g mol⁻¹
Gap between HOMO and LUMO = 9.46 eV
ΔE to the lowest compared entry with this formula, charge and spin = 2.5 kcal per mole



# 5
ORCA calculation (the ωB97M-V functional and the def2-TZVPD basis) on a structure of composition C11H16BF4N9O2SV in a non-equilibrium geometry.

Positions of all 45 atoms, in Å:
V  0.606  0.512  -0.484
N  1.354  2.839  2.106
N  1.009  3.853  1.215
C  0.952  3.590  -0.110
N  0.484  4.557  -0.897
N  1.492  2.446  -0.538
N  1.345  2.068  -1.852
O  0.771  2.746  -2.747
O  1.750  0.861  -2.070
H  0.521  2.475  2.554
H  2.013  3.191  2.783
H  0.363  4.558  1.539
H  -0.051  5.297  -0.478
H  0.275  4.279  -1.852
C  0.780  -4.957  1.815
C  -0.023  -3.848  1.249
N  -1.060  -3.285  1.794
N  -1.444  -2.345  0.880
C  -0.656  -2.287  -0.189
S  -0.750  -1.286  -1.561
N  0.248  -3.259  0.038
N  1.292  -3.607  -0.819
H  0.361  -5.240  2.777
H  1.816  -4.644  1.951
H  0.767  -5.816  1.143
H  -2.185  -1.693  1.085
H  2.144  -3.204  -0.433
H  1.105  -3.112  -1.690
C  1.688  -0.375  0.448
C  2.622  -1.128  1.240
C  2.321  -1.525  2.554
C  3.225  -2.271  3.293
C  4.445  -2.645  2.741
C  4.761  -2.260  1.442
C  3.865  -1.508  0.697
H  1.368  -1.234  2.979
H  2.981  -2.565  4.306
H  5.148  -3.231  3.319
H  5.714  -2.544  1.011
H  4.107  -1.193  -0.312
F  -1.433  2.086  -0.674
B  -1.917  1.649  0.581
F  -0.928  0.622  0.984
F  -3.149  1.061  0.515
F  -1.853  2.690  1.509

Multiplicity = 2
LUMO level (alpha / beta) = -0.7 / -0.5 eV
Molar mass = 476.125 g mol⁻¹
Gap between HOMO and LUMO (alpha / beta) = 6.52 / 6.90 eV
ΔE to the lowest compared entry with this formula, charge and spin = 3.1 kcal per mole
<S²> = 1.143